72
Properties=species:S:1:pos:R:3 method="wB97M-V/def2-TZVPD" multiplicity=1 relative_energy_kcal_mol=61.9 e_homo_ev="-3.910 / -3.465" homo_lumo_gap_ev="3.78 / 3.33"
Si 1.74 1.12 -0.65
H -5.92 -0.13 -0.03
H 0.72 2.16 3.61
H 3.11 -1.13 2.35
C -3.31 -2.55 3.55
C 0.66 0.50 0.63
C 5.46 3.14 0.08
H 0.07 -3.43 -1.23
H 2.52 1.02 -5.37
C -1.58 -1.04 3.94
C 3.39 -0.83 -4.61
H 0.25 -2.06 -5.34
C -5.59 0.19 2.05
C -2.10 -3.13 3.03
C 2.78 3.50 0.68
H 0.04 -2.35 3.04
H 2.73 0.89 3.83
H 6.49 3.04 -0.27
H -5.69 -0.37 2.98
C 2.39 0.92 -3.28
C -2.99 -1.27 4.10
C -0.17 -2.72 -2.02
C -0.09 -1.96 -4.31
C -0.67 -0.75 -3.92
H 1.73 3.67 0.92
H -5.13 -2.59 1.31
C 2.35 -0.40 2.08
Si -1.54 1.25 -2.44
H 5.83 4.91 1.24
C 3.57 -1.55 -3.43
H -2.00 -4.13 2.59
H 1.45 -1.57 0.44
H 4.80 1.42 -1.05
Cl 0.02 2.69 -2.21
H -6.30 1.03 2.07
H 4.04 -2.52 -3.47
H -6.90 -1.17 1.03
N -4.86 -1.79 0.74
C 3.74 4.40 1.17
H 0.68 -3.86 -3.66
H -3.93 1.25 2.77
N -4.21 0.72 1.94
C 5.09 4.19 0.89
C -5.90 -0.73 0.88
H -0.98 -1.39 -0.51
H -4.15 1.36 1.14
C -0.79 -1.54 -1.59
C 2.49 0.17 -2.12
C 0.21 1.37 1.64
H -2.54 1.58 -3.41
H -0.72 0.05 -4.66
H -3.69 -0.61 4.65
C 2.09 0.67 2.96
H -1.03 -0.15 4.28
H 3.41 5.28 1.74
H -0.70 1.99 1.51
H -4.30 -3.02 3.56
H 3.28 -1.69 -1.30
C 3.12 2.39 -0.11
C 3.12 -1.08 -2.18
H -4.85 -2.14 -0.22
Sn -2.28 -1.01 1.64
C -1.02 -0.54 -2.58
C 1.52 -0.60 0.96
H -1.96 1.34 -1.02
H 1.98 1.93 -3.25
C 2.76 0.41 -4.52
H 3.68 -1.23 -5.59
C -1.02 -2.21 3.29
C 0.94 1.44 2.82
C 4.49 2.24 -0.40
C 0.16 -2.95 -3.35

---

74
Properties=species:S:1:pos:R:3 method="wB97M-V/def2-TZVPD" multiplicity=2 s2=0.775 relative_energy_kcal_mol=0.0 e_homo_ev="-17.286 / -17.411" total_charge=+3 homo_lumo_gap_ev="7.79 / 5.60"
P 1.05 -0.78 -1.21
H -2.23 -5.14 -2.56
H 1.44 3.51 -0.17
H 1.92 -0.96 1.56
H -0.23 -0.86 -3.92
C -1.66 -0.79 -1.07
C 0.19 -2.29 -1.60
C -0.08 5.07 -0.41
H -3.54 -0.34 2.84
C -1.70 3.62 -0.79
H -4.08 1.35 2.69
O -2.29 0.97 1.82
H 3.68 -1.02 -2.38
H -2.68 3.24 -1.01
O 0.17 0.46 2.53
H -4.19 -3.61 -2.07
C -1.19 -2.07 -1.51
C 0.42 0.94 -4.87
H 0.15 -3.48 3.92
P -0.99 0.17 1.52
H -0.58 3.13 2.54
C 2.78 -1.07 0.92
H -3.40 0.86 5.04
N -1.42 4.92 -0.69
H 4.14 -1.38 2.55
C 0.38 0.03 -3.83
C -0.46 -2.42 2.18
N -0.60 2.91 -0.59
C 4.03 -1.30 1.47
C 1.14 0.26 -2.67
C 1.95 2.34 -3.62
H 0.96 3.68 3.22
C 1.00 1.66 2.54
C -3.23 0.70 2.93
C -1.56 -4.33 -2.29
C 5.14 -1.44 0.65
O -1.36 -1.32 1.81
H -2.33 2.07 4.33
C -2.64 1.02 4.27
H 6.11 -1.62 1.09
H -0.15 0.75 -5.77
C 1.20 2.09 -4.77
H 1.33 1.86 1.51
H 2.56 3.23 -3.56
H -0.01 -1.74 4.17
H 1.23 2.78 -5.59
C -3.47 -2.84 -1.80
H -1.79 0.38 4.51
H -2.08 5.67 -0.81
H 1.77 -3.68 -2.06
C -3.94 -1.58 -1.37
C -3.05 -0.59 -1.00
H -0.07 2.59 4.15
H 0.21 -5.50 -2.65
H 0.54 -2.22 1.78
H 1.88 1.38 3.12
H -5.00 -1.40 -1.32
C 1.92 1.43 -2.58
Ir -0.46 0.73 -0.59
C -0.44 -2.60 3.67
C -2.08 -3.10 -1.88
C 2.65 -0.97 -0.47
H 0.38 6.03 -0.29
C 5.01 -1.34 -0.73
C 0.42 3.81 -0.35
C 0.27 2.83 3.14
C 3.77 -1.10 -1.30
H -0.87 -3.29 1.67
C 0.70 -3.52 -2.01
C -0.18 -4.54 -2.34
H 2.54 1.60 -1.70
H -1.45 -2.77 4.05
H 5.88 -1.44 -1.37
H -3.44 0.36 -0.65

---

84
Properties=species:S:1:pos:R:3 method="wB97M-V/def2-TZVPD" multiplicity=2 s2=0.841 relative_energy_kcal_mol=40.7 e_homo_ev="-7.306 / -7.305" homo_lumo_gap_ev="6.07 / 5.41"
O -2.74 5.80 -2.12
H -6.88 1.81 -0.52
H -4.89 -2.29 1.11
H -7.50 3.39 -1.02
H -0.02 0.47 2.98
C -6.94 2.86 -0.25
H 4.12 0.92 -2.08
Pd -1.39 0.32 -0.23
N 3.06 0.21 -0.41
H 2.26 4.08 -0.18
H 2.58 -4.69 -2.04
H 1.40 8.26 0.39
C 3.02 1.02 1.81
O 0.18 2.36 -0.93
C 0.30 -3.98 -0.08
H -0.99 7.87 -0.18
C 3.09 -2.54 1.78
H 4.67 -0.65 -1.43
C -0.09 -6.18 -0.99
H -5.88 0.44 2.08
O -4.52 0.21 0.54
P -3.74 1.58 0.50
C -1.40 -2.19 -0.36
O 1.13 -0.57 -1.35
H -6.06 -2.07 2.42
N 1.10 -3.04 0.56
C 5.27 -2.81 0.81
H -5.04 3.48 -1.09
C -0.42 3.43 -0.91
H 6.62 -3.76 -1.18
H -7.49 2.95 0.69
H -6.48 -1.59 0.77
H -5.56 4.47 0.26
N 1.04 0.07 0.82
H 3.14 -0.53 -2.33
C 4.47 -2.43 1.87
H -1.93 -6.47 -2.05
C 3.67 0.78 0.65
C -1.73 -4.48 -1.29
O -1.30 -1.66 0.79
H 1.72 -3.16 -1.97
C 1.66 0.60 1.86
C -1.31 -5.78 -1.50
H 0.61 -2.28 0.99
C 0.72 -5.29 -0.29
C 1.97 6.21 0.15
H 6.35 -2.76 0.90
C 2.70 -3.62 -1.86
C -0.66 5.77 -0.48
C 2.50 -3.00 0.60
C 5.59 -3.64 -1.52
C 3.30 -3.31 -0.52
S -3.00 1.60 -1.42
N -1.71 3.63 -1.28
H 4.72 1.02 0.51
C 3.80 -0.02 -1.64
S -2.11 1.63 1.62
S -2.24 5.15 -0.94
H 1.31 1.24 3.78
H 3.52 1.46 2.66
C 4.70 -3.25 -0.38
C 1.06 7.26 0.15
C 1.56 4.92 -0.17
H 3.33 -3.22 -2.66
H 5.59 -2.89 -2.32
H 1.68 -5.61 0.10
H 2.45 -2.29 2.61
N 0.96 0.70 3.01
H 5.28 -4.58 -1.98
C -0.28 7.06 -0.17
H -2.68 -4.13 -1.69
O -1.81 -1.49 -1.33
O -3.10 5.14 0.22
O -4.77 2.69 0.82
H 3.00 6.40 0.40
C -5.56 3.46 -0.13
C -5.67 -1.64 1.50
H -4.33 -0.30 2.54
C 0.23 4.71 -0.49
C 1.69 -0.12 -0.36
C -0.95 -3.58 -0.57
C -5.11 -0.27 1.77
H 0.26 -7.20 -1.13
H 4.91 -2.07 2.79

---

77
Properties=species:S:1:pos:R:3 method="wB97M-V/def2-TZVPD" multiplicity=1 relative_energy_kcal_mol=0.0 e_homo_ev=-2.143 total_charge=-2 homo_lumo_gap_ev=6.07
H -0.23 -4.35 0.13
Na -0.88 -0.49 -0.69
C -4.86 -2.06 1.05
C -1.22 -4.78 0.08
S -0.28 1.63 -2.59
H -2.16 3.54 -0.59
H -4.17 -4.62 -1.49
As 2.63 0.54 -3.07
C 2.14 -2.77 -0.55
H 1.91 1.05 -0.11
O -3.61 -0.18 1.67
O -1.07 0.03 1.48
P -2.28 0.62 2.16
C -3.40 -4.94 -0.81
H -0.12 2.42 2.31
H -3.52 4.18 0.37
H -5.62 -0.71 3.29
H -4.29 -2.17 0.13
C -3.97 -1.49 2.14
H -0.83 -6.16 1.67
C 1.73 -0.86 0.85
C 3.14 4.50 -1.61
C -1.56 -5.81 0.95
H 1.40 -0.43 1.79
C 1.02 2.73 -2.23
H -3.09 -3.39 2.61
H -1.96 5.04 0.36
H -3.46 4.06 2.86
H -5.24 -3.05 1.35
H 4.43 2.88 -2.11
C 0.78 4.05 -1.82
C -1.98 3.22 1.53
H -2.13 3.23 3.68
O -2.25 0.79 3.63
H -0.20 2.50 0.55
H -4.10 -0.81 4.18
H -1.86 4.85 2.95
H -5.04 -2.29 3.84
C 2.38 -1.94 -1.63
H -5.71 -1.40 0.87
Se -1.76 -2.93 -2.08
C 5.35 0.13 -1.82
N -2.75 -6.41 0.98
C -2.15 -4.30 -0.85
H 1.59 5.93 -1.19
H 4.78 1.25 -4.95
C 1.99 -0.02 -0.23
C 3.40 3.20 -2.03
C 1.81 -2.24 0.69
C 2.37 2.33 -2.34
H 0.03 3.99 1.48
C -2.44 4.05 0.34
C -3.64 -5.95 0.10
C 1.82 4.92 -1.51
H 2.16 -3.85 -0.68
C 6.72 0.98 -4.07
H 8.51 0.60 -2.94
C 4.62 0.52 -2.94
C 6.74 0.15 -1.82
C 2.32 -0.56 -1.48
O -2.70 1.99 1.40
H -2.18 -2.46 1.42
C 5.33 0.94 -4.06
C -2.38 3.89 2.84
H -2.10 -2.00 3.13
C 7.43 0.58 -2.94
C -0.47 3.01 1.47
H 7.28 -0.16 -0.94
C -2.75 -2.39 2.34
H -4.62 -6.43 0.12
H 2.58 -2.36 -2.60
H -0.25 4.38 -1.73
C -4.73 -1.32 3.45
H 1.58 -2.89 1.53
H 3.95 5.17 -1.36
H 4.82 -0.21 -0.93
H 7.25 1.31 -4.96

---

92
Properties=species:S:1:pos:R:3 method="wB97M-V/def2-TZVPD" multiplicity=2 s2=0.788 relative_energy_kcal_mol=32.9 e_homo_ev="-7.840 / -7.839" homo_lumo_gap_ev="6.69 / 5.27"
C -1.23 -2.03 3.64
H -3.41 -0.80 -4.26
N 2.11 0.20 0.70
C 2.67 0.97 -2.13
C -4.72 2.01 3.98
C 1.13 3.47 1.62
H 2.98 4.29 0.93
N 3.42 0.55 2.35
C -6.14 1.64 4.31
H -4.30 3.89 5.10
C -1.84 -0.81 3.57
H 5.98 -3.05 -2.68
C 1.44 3.04 2.93
H -6.20 0.62 4.68
N -2.95 -0.26 -3.55
H -2.28 -2.21 -5.12
C -0.44 -2.11 2.49
N -0.56 -1.00 1.78
C -0.76 -4.38 -2.34
N -0.01 2.94 1.21
S 2.43 -2.73 -1.14
H -4.88 2.14 -1.33
C -1.59 1.18 -1.62
C -3.22 1.18 -3.47
N -1.31 1.16 -0.20
N 1.46 0.43 -2.11
C 6.15 -1.87 -0.09
C -2.95 1.54 -2.03
N -2.23 1.47 0.64
N 4.09 -2.27 0.94
H -0.84 1.85 -2.07
H 1.39 -3.16 2.67
C -1.95 -0.84 -2.84
H 1.62 5.42 0.88
H 3.31 -2.10 1.56
C -2.34 1.97 -4.44
C -0.99 -3.02 -2.05
C -3.98 3.11 4.44
H 0.27 1.58 4.15
N 1.99 0.97 -4.12
H -1.29 1.72 -4.30
C -1.62 -4.15 -4.58
C 0.43 2.19 3.27
C 5.28 -2.24 -2.44
H 5.90 -2.57 1.98
H -4.27 1.34 -3.68
H 6.93 -2.64 -0.17
H 6.59 -0.91 -0.34
C -1.06 -4.93 -3.57
H -2.48 3.04 -4.32
N 5.06 -2.17 -1.02
C -2.75 2.98 3.84
C 3.90 -2.37 -0.39
C -3.44 1.91 0.27
H 4.33 1.68 -1.18
C -1.61 -2.25 -3.07
N -2.78 1.85 3.08
H 2.32 3.27 3.51
H -0.01 -4.18 2.32
H 4.33 -2.41 -2.94
N 4.03 1.09 1.27
H 0.71 -3.22 1.04
N 3.05 1.32 -3.34
H -6.54 2.31 5.07
H 1.73 4.13 -0.31
H -6.78 1.71 3.43
N -0.44 2.14 2.23
C -3.85 1.91 -1.09
H 5.45 -0.87 1.73
C 0.47 -3.22 2.10
N -1.44 -0.18 2.44
Tl 0.39 -0.74 -0.39
N 1.06 0.44 -3.41
H -0.31 -4.97 -1.56
H -2.54 -0.33 4.24
H -4.11 2.14 1.08
B -1.70 1.31 2.16
N 2.29 0.03 2.04
H -0.84 -5.97 -3.75
O -0.67 -2.60 -0.85
H -1.34 -2.78 4.41
N -1.29 -0.18 -1.95
N 3.47 1.18 -1.03
H -1.87 3.59 3.89
C -1.89 -2.83 -4.32
C 3.19 0.83 0.27
H -2.61 1.71 -5.47
N -4.00 1.25 3.17
H 5.70 -1.30 -2.80
C 5.45 -1.86 1.28
C 1.91 4.38 0.73
H -1.82 -4.56 -5.56

---

74
Properties=species:S:1:pos:R:3 method="wB97M-V/def2-TZVPD" multiplicity=1 e_homo_ev=-10.120 total_charge=+1 homo_lumo_gap_ev=5.25
H 0.52 -2.91 -6.17
C 1.24 -0.54 -0.47
C -1.08 -3.95 -7.17
H -0.33 1.43 -1.61
C 1.17 -4.49 3.61
C 2.41 2.71 0.85
H -1.80 -5.12 -4.19
C 0.41 -2.56 -1.50
H 0.62 -3.05 -0.54
H -3.47 -3.30 -6.01
C -0.38 -2.59 -3.77
H -0.02 5.18 1.72
C -2.02 0.46 6.66
H 3.53 5.19 -0.38
H 0.94 0.47 -3.05
H -3.78 -5.05 -5.63
H -0.51 -4.55 -7.90
C -0.89 0.01 4.54
O -2.22 -4.76 -6.86
C 0.72 7.14 1.24
H 3.18 3.11 1.52
H -1.01 -5.48 1.79
Br -2.65 3.05 7.69
H 2.16 5.63 -1.46
C -1.94 1.84 6.42
C -3.00 -4.28 -5.77
C 0.13 -1.29 -3.98
C -0.21 -3.68 -5.94
C 1.52 3.62 0.23
H 0.06 -0.84 -4.97
N -1.05 -3.22 -4.84
C 1.30 0.86 -0.27
C 2.73 7.16 -0.05
C 2.25 1.36 0.66
C 2.56 5.69 -0.43
C -1.35 -4.64 2.39
H -1.38 -2.98 -7.61
H -1.26 -2.72 4.44
H -1.26 3.37 5.05
H 0.30 -4.63 -5.68
C 0.43 1.79 -0.92
C -1.33 2.30 5.24
C -0.81 1.39 4.31
H 1.60 -1.16 0.34
O 1.47 7.79 0.21
C 0.41 5.70 0.86
H 1.50 -5.35 3.01
C -2.17 -4.12 -4.51
H -0.21 7.71 1.31
C -0.29 -0.96 3.54
H -2.49 0.09 7.57
H -0.32 1.76 3.41
H 2.86 0.64 1.19
O 0.47 -0.53 2.63
H -0.30 5.69 0.01
H 2.02 -3.86 3.88
H 3.14 7.71 -0.91
C 0.51 3.14 -0.63
H 3.40 7.22 0.82
S 0.06 -3.47 2.55
C 0.63 -0.57 -2.91
C 0.76 -1.19 -1.62
H -0.19 3.84 -1.10
H -2.77 -3.67 -3.72
C -1.49 -0.44 5.73
C -0.20 -3.24 -2.53
H -2.15 -4.10 1.87
C -0.58 -2.34 3.67
H -1.53 -1.51 5.94
H -0.51 -4.28 -2.41
H -1.69 -4.97 3.38
H 0.64 -4.82 4.51
H 1.27 7.14 2.20
N 1.66 5.01 0.51